28
Properties=species:S:1:pos:R:3:mulliken_charge:R:1 method="wB97M-V/def2-TZVPD" s_squared=8.758 gap_ha="0.3981 / 0.3147" homo_ev="-8.35 / -8.24" lumo_ev="2.48 / 0.32" charge=-1 multiplicity=6
Fe -0.481 0.380 0.610 1.4107
O 0.782 3.883 1.481 -0.4503
C 0.266 2.697 1.219 0.8856
O -0.235 2.340 0.108 -0.6627
O 0.236 1.768 2.083 -0.7265
H 1.325 3.651 2.251 0.3316
N -2.360 -0.503 2.084 1.3801
O -1.196 -1.018 1.915 -0.6622
O -3.222 -0.986 2.733 -0.6134
O -2.433 0.617 1.492 -0.6860
N -1.227 -0.089 -1.171 0.3997
S -1.250 -1.697 -1.798 0.9097
O -0.170 -1.909 -2.689 -0.5105
O -2.497 -2.325 -1.965 -0.5422
F -0.713 -2.326 -0.459 -0.1975
S -1.575 0.599 -2.601 0.8105
O -2.599 -0.008 -3.361 -0.5835
O -0.472 1.148 -3.279 -0.5397
F -2.349 1.856 -2.000 -0.2983
N 1.314 -0.421 0.431 0.4146
S 2.011 -1.666 1.344 0.7815
O 3.414 -1.700 1.488 -0.5537
O 1.300 -2.880 1.247 -0.5374
F 1.544 -1.019 2.714 -0.2764
S 2.522 -0.226 -0.626 0.8942
O 2.893 -1.416 -1.293 -0.5741
O 3.505 0.720 -0.243 -0.6049
F 1.665 0.531 -1.715 -0.1986